# C60H165N15O15

A cluster of 15 separate species, C60H165N15O15 in total at a distorted geometry (ωB97M-V/def2-TZVPD, the OMol25 dataset).

Summary:
Energy relative to the best compared isomer or geometry (same formula, charge and spin), kJ/mol: 331.97
HOMO, Ha: -0.3157
Molar mass, g/mol: 1337.07
Orbital gap, eV: 9.1
2S+1: 1

Each line ends with the Mulliken charge.
CARTESIAN COORDINATES (ANGSTROEM)
1 C 1.0174 3.0673 2.8323  -1.604
2 C 0.3364 2.9529 4.2183  0.516
3 C -1.0222 2.2716 4.0938  -0.063
4 O -1.8790 2.8415 3.1321  0.182
5 C -2.5273 4.0235 3.5629  -0.914
6 N 1.2136 2.2786 5.1528  -0.740
7 H 2.0454 3.4369 2.9273  0.691
8 H 0.6396 3.9228 2.2608  0.421
9 H 1.0124 2.0971 2.3377  0.205
10 H 0.0884 3.9689 4.5515  0.192
11 H -1.5660 2.1360 5.0383  0.111
12 H -0.8672 1.2235 3.8012  -0.356
13 H -3.1941 4.3261 2.7521  0.161
14 H -1.8014 4.8430 3.5921  0.335
15 H -3.1040 3.9766 4.4882  0.245
16 H 2.1462 2.4227 4.7844  0.352
17 H 1.1302 1.2576 5.1340  0.097
18 C -9.7094 -0.1961 0.7630  -1.550
19 C -8.7807 -0.5844 -0.3740  0.626
20 C -7.3939 -0.8836 0.2021  -0.723
21 O -6.5364 -1.0152 -0.9302  -0.391
22 C -5.2551 -1.5448 -0.6433  -0.245
23 N -9.3202 -1.7368 -1.1183  -0.754
24 H -10.7531 -0.1037 0.4711  0.395
25 H -9.3919 0.7401 1.2250  0.367
26 H -9.5878 -0.9660 1.5322  0.356
27 H -8.7287 0.2064 -1.1249  0.201
28 H -7.4335 -1.8357 0.7404  0.479
29 H -7.0123 -0.0466 0.7966  0.234
30 H -5.2415 -2.4605 -0.0461  0.459
31 H -4.6274 -0.8251 -0.1030  0.044
32 H -4.7666 -1.7304 -1.5977  -0.086
33 H -8.5443 -2.1267 -1.6465  0.286
34 H -9.6093 -2.4515 -0.4554  0.290
35 C 5.2780 -2.1254 0.3115  -1.668
36 C 4.1746 -2.3228 1.3130  0.732
37 C 4.3456 -1.4624 2.5733  0.222
38 O 5.6894 -1.4423 2.9737  -0.457
39 C 5.9475 -0.8623 4.2179  -0.792
40 N 2.8386 -2.1140 0.7499  1.554
41 H 5.6028 -1.0793 0.2397  0.116
42 H 4.9910 -2.3557 -0.7150  0.278
43 H 6.1653 -2.6456 0.6772  0.496
44 H 4.2428 -3.3577 1.6678  0.314
45 H 3.6921 -1.9704 3.2983  -0.368
46 H 3.9937 -0.4215 2.5637  0.304
47 H 5.4901 -1.4381 5.0281  0.324
48 H 5.5133 0.1497 4.2476  0.265
49 H 7.0055 -0.6814 4.3952  0.305
50 H 2.7496 -2.6881 -0.0821  -0.538
51 H 2.8418 -1.1486 0.4228  -1.077
52 C 5.5371 2.1456 -1.2631  -0.850
53 C 5.7858 1.7356 0.1615  2.634
54 C 7.1557 1.0790 0.4335  -1.254
55 O 8.1694 2.0609 0.2777  -0.389
56 C 9.4855 1.6361 0.5444  -0.833
57 N 5.7173 2.9655 0.9812  -0.730
58 H 5.4601 1.3579 -2.0102  0.451
59 H 6.2872 2.8507 -1.6331  0.473
60 H 4.5925 2.6890 -1.3471  -0.772
61 H 4.9300 1.1233 0.4558  -1.029
62 H 7.3489 0.2448 -0.2474  0.542
63 H 7.1396 0.7187 1.4665  0.484
64 H 9.8402 0.9096 -0.1892  0.288
65 H 9.6773 1.3333 1.5786  0.297
66 H 10.0345 2.5753 0.4355  0.288
67 H 5.7450 2.7716 1.9789  0.194
68 H 6.6103 3.4399 0.8473  0.385
69 C 5.5652 3.2471 -7.6411  -1.821
70 C 4.8444 3.3609 -6.3162  0.840
71 C 4.6477 2.0256 -5.6054  -0.942
72 O 3.7439 2.2974 -4.5608  0.770
73 C 3.2857 1.1819 -3.8480  -0.353
74 N 5.4982 4.4324 -5.5340  -0.687
75 H 5.7385 4.2224 -8.0990  0.431
76 H 5.0772 2.5567 -8.3301  0.366
77 H 6.6211 2.9714 -7.5231  0.320
78 H 3.8419 3.7531 -6.5044  0.120
79 H 5.6098 1.6339 -5.2331  0.276
80 H 4.3084 1.1582 -6.1893  0.389
81 H 2.3682 1.3388 -3.2815  -0.486
82 H 3.9752 0.7067 -3.1460  -0.040
83 H 3.0421 0.3915 -4.5719  0.678
84 H 4.7720 4.8453 -4.9517  0.263
85 H 6.1626 4.0615 -4.8590  0.302
86 C -2.9844 -5.1177 -0.6844  -1.963
87 C -2.5021 -3.8740 0.1220  1.717
88 C -2.7987 -4.0251 1.6103  -0.501
89 O -4.2179 -4.2197 1.6659  -0.332
90 C -4.7337 -4.3786 2.9651  -0.502
91 N -1.0640 -3.7936 -0.1499  1.394
92 H -4.0736 -5.0813 -0.7050  0.367
93 H -2.6155 -6.0048 -0.1705  0.459
94 H -2.5929 -4.9774 -1.6879  0.414
95 H -3.0348 -3.0142 -0.2911  -0.759
96 H -2.6222 -3.0814 2.1433  0.260
97 H -2.3362 -4.8690 2.1337  0.343
98 H -4.3913 -3.6106 3.6675  0.114
99 H -4.3609 -5.3414 3.3431  0.353
100 H -5.8178 -4.4136 2.8886  0.271
101 H -0.7767 -2.9600 -0.6381  -1.031
102 H -0.7967 -4.5682 -0.7305  -0.358
103 C 0.5532 2.1420 -4.7783  -0.605
104 C -0.7526 2.3974 -4.0160  1.782
105 C -1.6315 3.4918 -4.6344  -1.232
106 O -0.8319 4.6543 -4.7258  -0.009
107 C -1.2085 5.5434 -5.7505  -0.994
108 N -1.5234 1.1236 -3.8898  -0.331
109 H 0.8042 2.9671 -5.4410  0.253
110 H 0.5326 1.2159 -5.3572  0.298
111 H 1.3298 1.9775 -4.0303  -0.892
112 H -0.4164 2.8033 -3.0530  -0.265
113 H -2.4904 3.7848 -4.0139  0.439
114 H -2.1152 3.1097 -5.5426  0.438
115 H -2.2306 5.9323 -5.6983  0.319
116 H -1.0778 5.0713 -6.7285  0.380
117 H -0.5923 6.4425 -5.7572  0.254
118 H -2.3129 1.5384 -3.3878  -0.313
119 H -1.0484 0.6266 -3.1332  -0.162
120 C 3.1568 7.1200 -1.0709  -1.772
121 C 3.7213 5.7187 -1.2093  2.046
122 C 4.2877 5.5504 -2.6368  -0.684
123 O 3.3853 5.7999 -3.6931  -0.563
124 C 2.3049 4.8658 -3.7329  -0.342
125 N 4.8880 5.6212 -0.3187  -0.704
126 H 2.3746 7.3708 -1.7916  0.395
127 H 3.8667 7.9447 -1.1372  0.319
128 H 2.6537 7.2173 -0.1011  0.506
129 H 3.0653 4.9022 -0.8876  -0.895
130 H 4.5924 4.4966 -2.7500  -0.112
131 H 5.2120 6.1105 -2.7714  0.618
132 H 2.0319 4.7634 -4.7770  0.233
133 H 1.4823 5.3562 -3.2058  0.341
134 H 2.4721 3.9201 -3.2169  -0.109
135 H 5.0399 4.6923 0.0763  0.294
136 H 4.6908 6.2351 0.4646  0.269
137 C -2.8917 4.2231 -0.5381  -1.516
138 C -3.7855 3.0832 -0.0655  0.488
139 C -4.5115 2.3124 -1.1693  1.557
140 O -5.5695 3.0371 -1.7784  -0.539
141 C -6.6317 2.2325 -2.2623  -0.340
142 N -2.9708 2.0809 0.6355  1.114
143 H -2.1616 3.8830 -1.2719  0.017
144 H -2.3911 4.6783 0.3183  0.357
145 H -3.5586 4.9865 -0.9457  0.495
146 H -4.5575 3.4100 0.6459  0.349
147 H -4.8959 1.4125 -0.6778  -0.274
148 H -3.8285 2.0711 -1.9928  -0.823
149 H -6.9058 1.4515 -1.5517  -0.096
150 H -6.4318 1.8916 -3.2794  0.281
151 H -7.4906 2.9061 -2.3089  0.349
152 H -2.4156 2.5369 1.3617  -0.550
153 H -3.6488 1.5660 1.1979  -0.181
154 C -0.1961 -0.3743 0.9423  0.688
155 C -0.2822 0.4308 -0.3851  1.288
156 C 1.0258 0.2485 -1.2154  -0.511
157 O 2.1978 0.6809 -0.5487  0.269
158 C 2.4078 2.0838 -0.4617  -0.535
159 N -1.3147 -0.1034 -1.2646  1.252
160 H -0.0846 -1.4342 0.7047  -0.394
161 H -1.0315 -0.1557 1.6113  -0.557
162 H 0.6766 -0.2115 1.5838  0.025
163 H -0.5247 1.4810 -0.2286  0.375
164 H 0.9286 0.9228 -2.0807  -1.026
165 H 1.1785 -0.7071 -1.7226  0.088
166 H 3.3425 2.2849 0.0486  0.220
167 H 1.5056 2.5021 -0.0046  0.135
168 H 2.3819 2.5605 -1.4506  -0.098
169 H -1.2631 -1.1110 -1.1427  -0.826
170 H -2.1819 0.2683 -0.8716  -0.397
171 C 1.1036 -5.5413 2.3567  -1.361
172 C 1.0164 -4.3630 3.3503  0.548
173 C 2.3029 -4.3330 4.1987  -0.015
174 O 2.3906 -5.5437 4.9103  -0.448
175 C 3.4617 -5.6151 5.8211  -0.703
176 N 0.7401 -3.1005 2.6935  1.661
177 H 2.0566 -5.4633 1.8290  0.332
178 H 0.2827 -5.6002 1.6399  -0.093
179 H 0.9944 -6.4796 2.9072  0.482
180 H 0.2150 -4.6365 4.0435  0.151
181 H 2.1728 -3.4912 4.8880  -0.278
182 H 3.2036 -4.2027 3.5909  0.415
183 H 3.3988 -6.5403 6.3896  0.302
184 H 3.4844 -4.6862 6.3967  0.224
185 H 4.4214 -5.7289 5.2964  0.289
186 H 0.0755 -3.1196 1.9241  -0.725
187 H 1.5569 -2.8131 2.1396  -0.647
188 C 2.1866 -0.9349 7.1131  -1.919
189 C 0.9520 -1.3751 6.2956  1.069
190 C -0.3786 -0.9399 6.9206  -1.341
191 O -1.4807 -1.2684 6.0993  0.174
192 C -1.8069 -2.6409 6.2215  -0.660
193 N 1.0893 -0.8046 4.9604  0.572
194 H 3.1025 -1.3552 6.7036  0.256
195 H 1.9679 -1.3786 8.0937  0.508
196 H 2.2858 0.1332 7.2990  0.290
197 H 0.9706 -2.4692 6.2077  0.422
198 H -0.3214 0.1453 7.0437  0.122
199 H -0.4955 -1.3421 7.9321  0.550
200 H -2.0615 -2.8676 7.2663  0.418
201 H -0.9855 -3.3092 5.9605  0.022
202 H -2.7194 -2.9498 5.7131  0.149
203 H 1.7534 -1.3708 4.4355  -0.667
204 H 0.2514 -1.0502 4.4256  -0.118
205 C 2.4614 -3.2596 -3.2126  -1.202
206 C 1.4702 -4.4177 -3.1045  0.414
207 C 1.8233 -5.3320 -1.9345  -0.306
208 O 1.0399 -6.4687 -2.0486  -0.412
209 C 1.0491 -7.4117 -1.0006  -0.490
210 N 0.1345 -3.8540 -2.8947  -0.015
211 H 3.4146 -3.6564 -3.5665  0.542
212 H 2.6014 -2.8207 -2.2189  -0.155
213 H 2.1507 -2.4169 -3.8299  0.355
214 H 1.6218 -5.0459 -3.9911  0.293
215 H 1.6236 -4.8118 -0.9807  -0.242
216 H 2.8981 -5.5786 -1.9240  0.661
217 H 0.5547 -6.9872 -0.1216  0.055
218 H 2.0661 -7.7217 -0.7458  0.324
219 H 0.4871 -8.2839 -1.3243  0.259
220 H -0.1665 -3.3027 -3.6993  -0.261
221 H -0.4830 -4.6630 -2.9932  0.305
222 C -3.3828 -2.0397 -4.2886  -1.057
223 C -2.5187 -2.2429 -5.5385  0.274
224 C -3.1644 -1.5901 -6.7765  -0.843
225 O -4.4513 -2.1913 -6.9631  -0.309
226 C -4.9817 -1.8597 -8.2337  -0.802
227 N -1.1577 -1.7568 -5.2788  -0.312
228 H -4.0116 -1.1508 -4.3991  0.362
229 H -2.8367 -1.7789 -3.3808  -0.220
230 H -4.0022 -2.9288 -4.1858  0.437
231 H -2.4686 -3.2689 -5.9161  0.461
232 H -2.6259 -1.8190 -7.7026  0.520
233 H -3.2423 -0.5090 -6.6108  0.314
234 H -4.5030 -2.4984 -8.9849  0.306
235 H -4.8663 -0.8235 -8.5606  0.313
236 H -6.0415 -2.1032 -8.1759  0.252
237 H -1.2862 -0.7531 -5.1506  -0.173
238 H -0.5980 -1.8373 -6.1258  0.299
239 C -4.8857 -1.3946 3.8060  -0.726
240 C -4.7916 0.0622 4.2823  0.269
241 C -4.5262 0.3286 5.7399  -0.301
242 O -4.3317 1.7130 5.9810  -0.362
243 C -3.6501 1.9669 7.1839  -0.586
244 N -3.9326 0.8322 3.3584  -0.030
245 H -5.7583 -1.8463 4.2813  0.608
246 H -3.9889 -1.9310 4.1324  -0.623
247 H -4.9543 -1.4966 2.7255  0.294
248 H -5.7750 0.4822 4.0364  0.186
249 H -3.6428 -0.2023 6.1211  -0.105
250 H -5.3455 -0.0548 6.3612  0.484
251 H -4.0809 1.3849 8.0037  0.376
252 H -3.6305 3.0241 7.4378  0.284
253 H -2.5949 1.6679 7.1342  0.019
254 H -3.0279 0.4012 3.1702  -0.175
255 H -3.6488 1.6348 3.9163  -0.110